ORCA calculation (wB97M-V/def2-TZVPD) on a structure of composition C22H46BN4ORhSb in a non-equilibrium geometry.

Each line ends with the Mulliken charge.
Cartesian coordinates (Å):
Rh 0.000 0.000 0.000  -0.419
B -1.433 -2.002 2.461  -0.091
N -0.551 -0.770 2.800  -1.266
C -0.270 -0.378 4.058  -0.379
C 0.530 0.740 4.001  -1.085
C 0.705 0.985 2.656  -1.684
N 0.039 0.055 1.947  3.031
N -1.630 -2.277 0.947  -0.133
C -2.362 -3.300 0.465  -0.357
C -2.329 -3.253 -0.911  -1.013
C -1.547 -2.160 -1.212  -0.675
N -1.134 -1.583 -0.067  0.678
H -2.506 -1.841 2.955  -0.026
H -0.934 -2.966 2.955  -0.086
H -0.622 -0.869 4.958  0.438
H 0.934 1.304 4.831  0.493
H 1.282 1.791 2.221  0.530
H -2.886 -4.031 1.068  0.473
H -2.812 -3.928 -1.604  0.419
H -1.293 -1.805 -2.202  0.539
C 2.417 -2.049 1.113  -1.013
C 2.937 -0.676 0.734  -0.330
O 1.920 0.000 0.000  -0.473
C 2.253 1.348 -0.322  0.593
C 3.221 1.426 -1.490  -1.747
H 3.168 -2.609 1.678  0.502
H 2.149 -2.621 0.219  0.286
H 1.510 -1.963 1.720  0.116
H 3.837 -0.784 0.120  0.391
H 3.183 -0.112 1.640  0.318
H 2.648 1.869 0.558  0.404
H 1.320 1.847 -0.604  0.002
H 4.200 1.015 -1.223  0.472
H 3.363 2.464 -1.804  0.427
H 2.848 0.846 -2.340  0.311
C -3.732 3.778 -1.862  -1.407
C -2.829 2.526 -1.852  1.255
C -3.717 1.286 -2.028  -1.423
C -1.868 2.609 -3.046  -1.491
Sb -1.592 2.223 0.000  2.232
C -3.040 2.047 1.695  1.610
C -3.533 0.587 1.699  -2.178
C -2.331 2.290 3.036  -1.671
C -4.238 2.991 1.584  -1.640
C -0.276 4.024 0.175  1.652
C 0.926 3.779 -0.758  -1.753
C 0.274 4.153 1.602  -1.529
C -0.967 5.332 -0.216  -1.624
H -4.297 3.832 -2.818  0.463
H -3.163 4.713 -1.780  0.231
H -4.476 3.773 -1.056  0.229
H -4.282 1.335 -2.984  0.490
H -4.458 1.220 -1.210  0.238
H -3.100 0.362 -2.032  0.238
H -2.431 2.660 -4.004  0.495
H -1.206 1.718 -3.076  0.228
H -1.246 3.520 -2.981  0.263
H -2.673 -0.109 1.804  0.746
H -4.057 0.333 0.760  0.133
H -4.235 0.404 2.540  0.486
H -1.425 1.653 3.125  0.610
H -3.009 2.057 3.886  0.487
H -2.059 3.348 3.150  0.419
H -4.859 2.716 0.715  0.353
H -3.898 4.044 1.503  0.291
H -4.895 2.892 2.476  0.442
H 1.454 2.845 -0.468  -0.171
H 1.651 4.620 -0.704  0.511
H 0.609 3.674 -1.811  0.271
H 0.738 3.200 1.933  0.192
H -0.519 4.448 2.303  0.373
H 1.041 4.956 1.656  0.433
H -1.216 5.325 -1.290  0.359
H -0.282 6.195 -0.064  0.446
H -1.881 5.487 0.395  0.262
H 0.000 0.000 -1.685  -0.195

Summary:
- net charge = +1
- orbital gap (spin up / spin down) (eV) = 6.9 / 6.5
- spin multiplicity = 5